The following is a DFT calculation (the ωB97M-V functional and the def2-TZVPD basis) of a molecular structure, C2H3AlO7 at a distorted geometry.

```
13
C2H3AlO7 (the ωB97M-V functional and the def2-TZVPD basis)
Al 5.49 2.17 -20.24
O 4.71 -0.35 -20.43
H 4.76 -1.31 -20.35
O 8.42 5.83 -18.95
C 7.54 4.80 -19.00
O 6.38 4.98 -18.55
O 7.81 3.75 -19.67
H 7.87 6.53 -18.57
O 1.81 3.09 -17.67
C 2.89 2.89 -18.44
O 2.70 2.59 -19.66
O 4.04 2.83 -17.92
H 1.09 3.08 -18.32
```

## Properties
HOMO energy, eV: -9.8742
Spin multiplicity: 1
Kohn-Sham gap, eV: 3.973
ΔE to the lowest compared entry with this formula, charge and spin, kJ/mol: 0.0

***

The following is a DFT calculation (the ωB97M-V functional and the def2-TZVPD basis) of a molecular structure, C25H42AlBBrClCsF8KN3O20P2S at a distorted geometry.

```
107
C25H42AlBBrClCsF8KN3O20P2S (the ωB97M-V functional and the def2-TZVPD basis)
C -5.15 -3.18 -0.24
C -4.00 -2.14 -0.30
C -3.08 -2.25 0.92
Br -4.19 -1.75 2.48
C -1.74 -1.48 0.84
C -1.46 -0.89 -0.54
O -1.14 -1.96 -1.39
O -1.66 -1.66 -2.69
O -0.75 -2.57 0.92
S -0.52 -2.92 2.48
O -1.40 -3.92 2.96
O 0.82 -3.24 2.70
O -1.04 -1.50 3.10
C -1.24 -0.63 1.98
C -2.04 0.65 2.26
N -2.64 0.71 3.61
C 0.23 -0.08 1.71
C 0.98 0.22 2.97
C 0.59 1.20 3.83
C 1.27 1.42 4.94
C 2.35 0.70 5.27
C 2.77 -0.28 4.43
C 3.94 -1.17 4.72
C 2.07 -0.49 3.29
H -6.11 -2.72 -0.41
H -5.00 -3.87 -1.05
H -5.12 -3.79 0.65
H -4.44 -1.14 -0.26
H -3.48 -2.34 -1.22
H -2.86 -3.30 1.01
H -0.61 -0.23 -0.52
H -2.31 -0.33 -0.93
H -1.93 -2.54 -3.00
H -2.86 0.67 1.50
H -1.42 1.53 2.18
H -2.54 1.68 3.91
H -3.65 0.59 3.51
H 0.80 -0.83 1.19
H 0.20 0.79 1.07
H -0.26 1.83 3.63
H 0.95 2.18 5.63
H 2.88 0.86 6.19
H 4.89 -0.74 4.41
H 3.91 -1.50 5.74
H 3.80 -2.06 4.12
H 2.38 -1.26 2.61
Al -4.09 1.85 0.67
C 3.23 1.40 -1.10
C 3.13 2.92 -0.93
C 2.21 3.33 0.23
C 0.84 2.85 0.01
N -0.25 2.44 -0.12
H 2.27 0.96 -1.34
H 3.92 1.15 -1.91
H 3.61 0.94 -0.18
H 2.76 3.37 -1.86
H 4.13 3.32 -0.75
H 2.18 4.41 0.33
H 2.57 2.91 1.17
O -1.82 -6.99 -0.39
Cl -3.08 -6.32 -0.46
O -3.43 -6.04 -1.83
O -3.00 -5.05 0.25
O -4.12 -7.11 0.16
C -0.31 1.55 -6.11
C -0.03 0.75 -4.84
C 1.15 1.27 -4.01
O 2.44 0.97 -4.56
C 2.82 1.79 -5.62
N 0.13 -0.66 -5.20
H 0.38 1.31 -6.92
H -1.31 1.34 -6.48
H -0.26 2.63 -5.92
H -0.92 0.83 -4.20
H 1.13 0.77 -3.04
H 1.06 2.35 -3.82
H 2.48 2.82 -5.48
H 2.46 1.40 -6.56
H 3.91 1.80 -5.66
H 0.20 -1.22 -4.35
H 1.05 -0.78 -5.63
O 3.33 3.15 7.68
P 2.84 4.42 6.99
O 2.96 5.63 7.91
O 1.38 4.23 6.61
O 3.71 4.67 5.77
K -4.64 -4.37 3.07
B -2.47 2.60 -9.47
O -2.87 3.86 -10.17
C -1.95 4.78 -9.97
O -1.96 5.90 -10.39
C -0.84 4.17 -9.09
O 0.15 4.74 -8.70
O -1.15 2.93 -8.81
F -2.30 1.57 -10.37
F -3.40 2.26 -8.50
O -1.96 2.39 6.06
H -1.18 2.56 6.61
H -1.79 1.52 5.68
Cs 4.28 3.88 -5.38
F 4.21 -5.77 6.63
P 2.96 -5.16 5.72
F 4.17 -4.65 4.70
F 3.07 -6.59 4.89
F 1.39 -5.34 5.24
F 2.63 -3.54 5.65
F 2.32 -5.06 7.25
```

## Properties
Total charge: -1
HOMO energy, eV: -6.7475
Spin multiplicity: 1
Kohn-Sham gap, eV: 4.361

***

The following is a DFT calculation (the ωB97M-V functional and the def2-TZVPD basis) of 8 unconnected molecules or ions with the total composition C28H60NO14S7 at a distorted geometry.

```
110
C28H60NO14S7 (the ωB97M-V functional and the def2-TZVPD basis)
N -0.35 -0.33 -1.50
H -0.32 0.56 -1.28
H 0.54 -0.76 -1.67
H -0.94 -0.36 -2.16
H -0.57 -0.77 -0.59
C 3.11 1.05 2.41
C 2.69 2.09 3.50
C 1.14 2.24 3.16
S 0.53 0.69 2.75
O -0.03 0.70 1.43
O -0.20 0.22 3.89
C 1.94 -0.08 2.49
H 4.13 0.63 2.65
H 3.22 1.63 1.48
H 3.30 2.94 3.30
H 2.81 1.72 4.36
H 0.93 2.88 2.22
H 0.51 2.46 4.17
H 1.93 -0.80 1.55
H 2.28 -0.77 3.35
C -6.65 0.07 -0.88
C -6.09 -1.36 -1.10
C -4.90 -1.68 -0.10
S -4.09 -0.18 -0.05
O -3.15 0.00 -1.15
O -3.51 0.02 1.23
C -5.47 0.84 -0.29
H -7.39 0.00 -0.23
H -7.07 0.32 -1.77
H -5.70 -1.27 -2.07
H -7.14 -2.03 -0.98
H -4.21 -2.23 -0.33
H -5.51 -1.87 0.76
H -5.26 1.54 -0.97
H -5.62 1.33 0.76
C 1.07 5.49 -2.49
C 0.54 5.62 -3.93
C -0.03 4.16 -4.01
S 1.35 3.21 -3.38
O 2.31 2.98 -4.43
O 0.83 1.93 -2.89
C 2.01 4.27 -2.23
H 0.22 5.55 -1.96
H 1.56 6.59 -2.29
H 1.45 5.45 -4.55
H 0.01 6.49 -4.09
H -0.13 3.97 -5.01
H -0.89 4.03 -3.32
H 2.91 4.38 -2.58
H 1.90 3.97 -1.30
C 5.48 -0.97 -3.02
C 6.39 -0.73 -1.77
C 5.56 -0.07 -0.63
S 4.06 0.53 -1.27
O 4.20 1.98 -1.55
O 2.97 0.06 -0.54
C 4.22 -0.17 -2.88
H 5.08 -2.02 -2.99
H 5.88 -0.77 -4.00
H 7.14 0.07 -2.20
H 7.03 -1.64 -1.51
H 6.10 0.72 -0.04
H 5.38 -0.70 0.21
H 3.97 0.79 -3.67
H 3.26 -0.77 -3.03
C -2.76 -4.15 3.49
C -2.50 -5.20 2.40
C -1.16 -4.84 1.80
S -1.19 -3.02 1.77
O -1.86 -2.74 0.53
O 0.08 -2.45 1.95
C -2.41 -2.71 3.04
H -2.14 -4.34 4.37
H -3.85 -4.28 3.84
H -3.33 -5.06 1.64
H -2.32 -6.36 2.53
H -0.97 -5.09 0.86
H -0.31 -5.16 2.45
H -3.24 -2.39 2.68
H -1.77 -2.23 3.66
C -3.57 4.04 2.08
C -3.71 5.23 1.09
C -3.16 4.73 -0.34
S -1.77 3.77 0.10
O -0.71 4.67 0.17
O -1.76 2.55 -0.78
C -2.16 3.35 1.74
H -4.40 3.52 1.85
H -3.72 4.28 3.16
H -3.17 6.10 1.47
H -4.79 5.34 1.21
H -2.85 5.64 -0.99
H -3.85 4.25 -0.77
H -1.36 3.84 2.23
H -2.00 2.21 1.77
C 2.71 -5.48 1.09
C 2.58 -6.47 -0.13
C 1.86 -5.88 -1.23
S 2.01 -4.12 -0.95
O 0.73 -3.55 -0.74
O 2.83 -3.54 -1.99
C 2.86 -4.04 0.48
H 3.48 -5.58 1.91
H 1.85 -5.42 1.89
H 2.30 -7.47 0.20
H 3.59 -6.55 -0.53
H 0.95 -6.09 -1.33
H 2.18 -6.10 -2.15
H 2.27 -3.28 1.23
H 3.84 -3.77 0.28
```

## Properties
Total charge: +1
HOMO energy, eV: -12.0059
Spin multiplicity: 1
Kohn-Sham gap, eV: 10.464
ΔE to the lowest compared entry with this formula, charge and spin, kJ/mol: 247.3

***

The following is a DFT calculation (the ωB97M-V functional and the def2-TZVPD basis) of 2 unconnected molecules or ions with the total composition C2H7N3O at a distorted geometry.

```
13
C2H7N3O (the ωB97M-V functional and the def2-TZVPD basis)
C -2.37 -0.07 0.08
C 2.19 -0.08 -0.55
N -0.38 1.22 -0.39
N -1.07 0.50 0.24
N 1.63 0.65 0.55
O 0.91 -0.09 1.40
H -2.81 0.16 -0.96
H -2.25 -1.04 0.48
H -3.17 0.38 0.74
H 2.47 -1.12 -0.32
H 2.98 0.44 -1.02
H 1.27 -0.05 -1.25
H 0.60 -0.91 1.00
```

## Properties
HOMO energy (alpha / beta), eV: -7.5499 / -7.9544
Spin multiplicity: 1
Kohn-Sham gap (alpha / beta), eV: 8.400 / 8.360
ΔE to the lowest compared entry with this formula, charge and spin, kJ/mol: 664.8

***

The following is a DFT calculation (the ωB97M-V functional and the def2-TZVPD basis) of a gas-phase ion, C7H13NP (charge +1) at a distorted geometry.

```
22
C7H13NP (the ωB97M-V functional and the def2-TZVPD basis)
C -2.73 -0.41 0.29
C -1.74 0.19 -0.75
C 2.90 -0.04 0.60
C -1.47 -0.80 1.14
C -0.56 0.12 0.31
C 1.79 1.58 -0.74
C 0.68 -0.48 -0.01
N 1.82 0.39 0.05
P 0.97 -2.06 -0.73
H -3.29 0.30 0.87
H -1.89 1.24 -1.20
H 3.13 -1.04 0.80
H 3.73 0.68 0.65
H -1.36 -0.87 2.22
H -1.22 -1.73 0.79
H -0.32 1.16 0.81
H 1.61 2.43 -0.11
H 0.87 1.48 -1.51
H 2.67 1.90 -1.35
H -1.66 -0.55 -1.62
H -0.46 -2.27 -0.52
H -3.46 -1.23 -0.01
```

## Properties
Total charge: +1
HOMO energy (alpha / beta), eV: -11.1314 / -14.5232
Spin multiplicity: 3
Kohn-Sham gap (alpha / beta), eV: 6.219 / 7.705
Expectation value of S²: 2.019
ΔE to the lowest compared entry with this formula, charge and spin, kJ/mol: 0.0

***

The following is a DFT calculation (the ωB97M-V functional and the def2-TZVPD basis) of 2 unconnected molecules or ions with the total composition C3H11NOS.

```
17
C3H11NOS (the ωB97M-V functional and the def2-TZVPD basis)
C 1.82 1.09 0.57
C 0.68 0.15 0.25
S -0.82 0.68 1.11
N 3.06 0.64 -0.21
H 2.08 1.15 1.63
H 1.61 2.10 0.23
H 0.97 -0.85 0.59
H 0.57 0.14 -0.84
H -2.12 -0.83 -0.03
H 3.89 1.21 -0.08
H 2.81 0.65 -1.19
H 3.25 -0.33 0.05
C -1.71 -1.57 -1.80
O -2.54 -1.44 -0.67
H -0.79 -2.13 -1.59
H -2.29 -2.15 -2.52
H -1.40 -0.59 -2.17
```

## Properties
HOMO energy, eV: -6.5603
SMILES string: [NH3+]CC[S-].CO
Spin multiplicity: 1
Kohn-Sham gap, eV: 5.682
ΔE to the lowest compared entry with this formula, charge and spin, kJ/mol: 247.5

***

The following is a DFT calculation (the ωB97M-V functional and the def2-TZVPD basis) of a molecular structure, C5H35N2O13 at a distorted geometry.

```
55
C5H35N2O13 (the ωB97M-V functional and the def2-TZVPD basis)
C -1.04 0.72 1.66
O -1.19 1.00 3.05
C 0.35 0.24 1.28
C 0.39 -0.27 -0.17
C 1.69 -0.94 -0.54
C 1.86 -2.24 -0.37
N 3.04 -2.96 -0.73
N 2.64 -0.10 -1.15
H -1.27 1.63 1.08
H -1.77 -0.04 1.40
H 0.62 -0.58 1.93
H 1.08 1.05 1.43
H 0.20 0.56 -0.87
H -0.44 -0.96 -0.31
H 1.06 -2.83 0.03
H 3.91 -2.45 -0.61
H 3.11 -3.86 -0.24
H 3.60 -0.42 -1.12
H 2.54 0.87 -0.92
H 1.52 -2.63 -3.85
H 2.48 -3.09 -2.79
O 2.25 -3.22 -3.72
H 1.94 -0.49 -2.36
H 0.90 0.47 -2.88
O 1.28 -0.40 -3.05
H 0.21 3.03 -3.04
H 0.64 2.76 -1.59
O 0.21 2.35 -2.36
H -1.08 3.77 1.54
H 0.14 3.49 2.49
O -0.20 4.10 1.72
H 2.21 3.41 0.05
H 0.75 3.84 0.46
O 1.34 3.62 -0.33
H 0.17 3.09 4.43
H -0.33 1.78 3.39
O 0.49 2.63 3.64
H -2.88 0.95 -1.84
H -1.51 1.58 -2.31
O -2.28 1.07 -2.60
H -3.50 -0.45 -0.37
H -3.84 0.81 0.51
O -3.83 0.49 -0.40
H -1.18 -0.30 3.70
H -0.24 -1.29 4.54
O -1.10 -1.28 4.11
H -1.72 -0.63 -2.68
H -0.39 -1.39 -2.71
O -1.35 -1.54 -2.57
H -1.16 -2.23 2.71
H -1.79 -3.56 2.22
O -1.23 -2.84 1.94
H -2.26 -2.27 0.50
H -2.22 -1.99 -1.05
O -2.83 -2.06 -0.27
```

## Properties
Total charge: -1
HOMO energy, eV: -5.4845
Spin multiplicity: 1
Kohn-Sham gap, eV: 8.038
ΔE to the lowest compared entry with this formula, charge and spin, kJ/mol: 0.0

***

The following is a DFT calculation (the ωB97M-V functional and the def2-TZVPD basis) of a single C6H13P molecule at a distorted geometry.

```
20
C6H13P (the ωB97M-V functional and the def2-TZVPD basis)
C 0.62 -0.26 -1.49
C -0.73 -1.92 -1.31
C 0.71 -1.79 -1.39
C 1.21 2.00 0.26
C -1.56 1.15 0.19
C 0.32 -0.36 1.83
P 0.21 0.53 0.10
H -1.39 -1.65 -0.49
H -1.19 -1.87 -2.28
H 1.30 -2.18 -2.36
H 1.28 -2.30 -0.54
H 0.78 2.63 1.15
H 2.20 1.70 0.30
H 0.88 2.55 -0.60
H -1.97 0.55 -0.65
H -1.92 0.78 1.07
H -1.70 2.19 -0.14
H -0.13 0.34 2.46
H -0.25 -1.37 1.93
H 1.35 -0.72 1.96
```

## Properties
HOMO energy, eV: -7.2650
Spin multiplicity: 1
Kohn-Sham gap, eV: 7.961
ΔE to the lowest compared entry with this formula, charge and spin, kJ/mol: 484.7

***

The following is a DFT calculation (the ωB97M-V functional and the def2-TZVPD basis) of a gas-phase ion, C4H12N3 (charge +1) at a distorted geometry.

```
19
C4H12N3 (the ωB97M-V functional and the def2-TZVPD basis)
C -1.22 0.11 0.12
C -1.47 -1.06 -0.68
C 1.79 -0.27 -0.25
C 0.88 -0.78 1.03
N 1.67 1.15 -0.44
N -2.02 1.16 0.11
N -0.29 0.09 1.05
H -1.28 -0.87 -1.73
H -1.10 -1.93 -0.21
H -2.55 -1.30 -0.61
H 1.48 -0.75 -1.08
H 2.92 -0.52 -0.14
H 0.74 -1.81 0.89
H 1.51 -0.55 1.87
H -2.86 1.23 -0.44
H -1.61 1.84 0.70
H 2.55 1.71 -0.56
H 1.05 1.54 -1.08
H -0.18 1.01 1.47
```

## Properties
Total charge: +1
HOMO energy, eV: -13.0757
SMILES string: C/C(N)=[NH+]\CCN
Spin multiplicity: 1
Kohn-Sham gap, eV: 9.785
ΔE to the lowest compared entry with this formula, charge and spin, kJ/mol: 160.2

***

The following is a DFT calculation (the ωB97M-V functional and the def2-TZVPD basis) of 2 unconnected molecules or ions with the total composition C5H13N2O at a distorted geometry.

```
21
C5H13N2O (the ωB97M-V functional and the def2-TZVPD basis)
C 1.69 1.15 -0.08
O 2.77 1.84 -0.77
C 1.95 -0.32 -0.17
C 0.84 -1.09 0.64
C -0.49 -1.12 -0.03
C -1.14 0.01 -0.17
N -5.42 0.22 0.00
N 3.24 -0.70 0.36
H 0.76 1.41 -0.61
H 1.61 1.47 0.96
H 2.38 2.42 -1.43
H 1.93 -0.65 -1.21
H 0.78 -0.49 1.57
H 1.31 -2.05 0.90
H -0.82 -2.02 -0.51
H -2.25 -0.14 -0.39
H -5.56 1.11 -0.46
H -4.98 0.38 0.89
H -6.24 -0.34 -0.03
H 3.77 0.01 0.84
H 3.87 -1.12 -0.32
```

## Properties
Total charge: +1
HOMO energy, eV: -12.8485
Spin multiplicity: 1
Kohn-Sham gap, eV: 4.239
ΔE to the lowest compared entry with this formula, charge and spin, kJ/mol: 739.8

***

The following is a DFT calculation (the ωB97M-V functional and the def2-TZVPD basis) of a single C4H7N3O molecule at a distorted geometry.

```
15
C4H7N3O (the ωB97M-V functional and the def2-TZVPD basis)
C -2.01 -0.55 0.14
C 1.64 -0.97 -0.40
C 1.03 -0.09 0.72
C 1.02 1.33 0.27
H -2.74 0.92 -0.71
H -2.15 -1.04 1.10
H -0.79 0.24 -1.28
H 1.99 -0.36 -1.33
H 2.38 -1.83 -0.10
H 1.47 0.00 1.82
H 1.55 2.11 1.06
N -2.96 0.53 0.26
N -0.92 -0.80 -0.88
N 0.16 -1.15 0.08
O 0.32 1.65 -0.74
```

## Properties
HOMO energy, eV: -9.5416
SMILES string: [H]/N=C\NN1C[C@H]1C=O
Spin multiplicity: 1
Kohn-Sham gap, eV: 9.525
ΔE to the lowest compared entry with this formula, charge and spin, kJ/mol: 651.1

***

The following is a DFT calculation (the ωB97M-V functional and the def2-TZVPD basis) of a molecular structure, C18H27N2O6P2Sc at a distorted geometry.

```
56
C18H27N2O6P2Sc (the ωB97M-V functional and the def2-TZVPD basis)
Sc 0.11 -0.32 -0.20
P -2.46 -0.27 -0.93
C -2.10 0.10 -2.68
C -0.82 0.76 -3.01
N 0.28 0.61 -2.22
C 1.50 0.92 -2.72
C 1.64 1.60 -3.93
C 0.52 1.87 -4.70
C -0.72 1.43 -4.24
C 2.76 0.55 -1.95
P 2.57 -0.93 -0.86
H -1.63 1.58 -4.82
H 2.65 1.88 -4.25
H 0.61 2.40 -5.64
H 3.58 0.32 -2.65
H 3.07 1.39 -1.30
H -2.09 -1.13 -3.31
H -2.96 0.61 -3.15
H -0.69 -2.58 -3.02
O -1.92 -2.23 -3.66
H -1.98 -2.19 -4.63
H -0.52 -2.29 -0.20
O 0.16 -2.78 -2.39
H -0.18 -2.82 -1.45
C 2.94 -2.27 -2.04
H 3.74 -1.97 -2.74
H 3.24 -3.16 -1.47
H 1.99 -2.50 -2.56
C 4.02 -0.84 0.21
H 3.98 -1.70 0.89
H 4.96 -0.86 -0.36
H 3.96 0.08 0.81
C -3.31 1.20 -0.27
H -4.32 1.27 -0.69
H -3.36 1.11 0.83
H -2.73 2.11 -0.51
C -3.77 -1.53 -1.01
H -4.02 -1.83 0.02
H -4.67 -1.13 -1.51
H -3.39 -2.40 -1.55
O 0.53 -0.83 1.84
C 0.08 0.32 2.22
O -0.34 1.14 1.31
C 0.05 0.69 3.65
C -0.55 1.90 4.05
C -0.62 2.22 5.40
C -0.09 1.33 6.36
C 0.54 0.14 5.96
C 0.60 -0.18 4.60
N -0.24 1.62 7.75
O -0.83 2.67 8.09
O 0.24 0.81 8.58
H -0.96 2.58 3.31
H -1.09 3.14 5.74
H 0.97 -0.51 6.71
H 1.08 -1.11 4.28
```

## Properties
Total charge: +2
HOMO energy (alpha / beta), eV: -14.7597 / -14.7593
Spin multiplicity: 1
Kohn-Sham gap (alpha / beta), eV: 4.846 / 5.198
ΔE to the lowest compared entry with this formula, charge and spin, kJ/mol: 536.7